Record 1
This record from the Open Molecules 2025 dataset describes a structure of composition C4H8N2O. The level of theory is wB97M-V/def2-TZVPD.

Summary:
charge	0
strongest force on any atom	5.5	eV/Å
energy above the lowest of the compared OMol25 structures with the same formula, charge and spin	154.63	kcal per mole

Last column: Löwdin charge in e.
CARTESIAN COORDINATES (ANGSTROEM)
H1 -0.860 -2.220 -0.529  0.1171
N1 1.073 -1.001 0.222  -0.0010
H2 -0.229 1.449 -2.039  0.0794
N2 -1.771 -0.841 0.551  -0.0203
C1 1.630 -0.322 1.133  -0.0459
H3 1.023 1.617 -0.788  0.0753
H4 -2.463 0.511 1.653  0.0893
H5 2.676 -0.496 1.361  0.0693
H6 0.464 -0.833 -1.914  0.1344
C2 0.184 -0.348 -0.977  -0.2215
C3 -0.737 -1.206 -0.163  -0.2438
C4 0.071 1.145 -1.037  -0.0687
H7 -0.627 1.656 -0.378  0.0648
H8 1.186 0.487 1.712  0.0763
O1 -1.620 0.401 1.193  -0.1049



Record 2
This record from the Open Molecules 2025 dataset describes a structure of composition C4H8N2O. The level of theory is wB97M-V/def2-TZVPD.

Summary:
charge	0
strongest force on any atom	9.5	eV/Å
energy above the lowest of the compared OMol25 structures with the same formula, charge and spin	131.09	kcal per mole

Last column: Löwdin charge in e.
CARTESIAN COORDINATES (ANGSTROEM)
C1 -0.109 1.895 1.471  0.0242
H1 0.902 2.148 1.409  0.0621
H2 0.468 -0.806 -1.964  0.2657
N1 -1.011 -2.277 0.588  0.1046
H3 -0.807 -1.338 0.948  0.0316
H4 0.636 2.709 -1.133  0.0905
C2 -0.172 -2.089 -0.326  -0.3188
H5 1.687 1.510 -2.015  0.0183
N2 0.417 -0.845 -0.685  0.0507
H6 0.019 -3.004 -0.955  0.1209
H7 -0.866 2.565 1.017  0.0945
C3 0.922 1.543 -1.246  0.0098
H8 -0.595 1.604 2.476  0.1191
O1 -0.354 0.684 0.587  -0.1237
C4 0.282 0.482 -0.532  -0.5495



Record 3
This record from the Open Molecules 2025 dataset describes the molecule C4H8N2O. The level of theory is wB97M-V/def2-TZVPD.

Summary:
charge	0
strongest force on any atom	5.4	eV/Å
energy above the lowest of the compared OMol25 structures with the same formula, charge and spin	138.69	kcal per mole

Last column: Löwdin charge in e.
CARTESIAN COORDINATES (ANGSTROEM)
H1 3.034 1.156 0.994  0.0742
H2 -1.833 1.075 -0.830  0.1474
H3 2.304 -0.521 -0.397  0.1073
C1 0.260 0.079 -0.536  -0.0286
H4 -3.289 -0.728 -1.168  0.0772
H5 1.511 -0.652 1.155  0.1084
C2 -0.706 -0.317 0.478  -0.4632
N1 -2.312 -1.035 -1.120  0.0647
C3 -1.460 0.079 -0.613  -0.1268
C4 1.560 -0.039 0.247  -0.2859
N2 2.088 1.280 0.625  -0.0084
O1 -0.777 -1.323 1.161  0.0589
H6 0.418 1.057 -1.015  0.1252
H7 1.553 1.655 1.409  0.0718
H8 -2.352 -1.764 -0.389  0.0780



Record 4
This record from the Open Molecules 2025 dataset describes the molecule C4H8N2O. The level of theory is wB97M-V/def2-TZVPD.

Summary:
charge	0
strongest force on any atom	1.8	eV/Å
energy above the lowest of the compared OMol25 structures with the same formula, charge and spin	55.46	kcal per mole

Last column: Löwdin charge in e.
CARTESIAN COORDINATES (ANGSTROEM)
H1 -0.879 -1.819 -0.811  0.0836
N1 2.177 -0.157 -0.438  0.1811
H2 -0.149 1.961 -1.057  0.1010
O1 1.443 0.134 1.694  0.0665
C1 -1.064 -1.211 0.079  -0.0195
C2 -0.772 1.145 -0.684  -0.0255
C3 -0.216 0.044 0.096  -0.5547
H3 3.141 -0.012 -0.176  0.1139
H4 -1.659 0.936 -1.302  0.1026
H5 -0.895 -1.813 0.977  0.0898
N2 -0.707 1.111 0.906  0.0795
H6 1.894 -0.107 -1.401  0.1021
C4 1.225 -0.015 0.509  -0.5133
H7 -1.417 0.714 1.537  0.1060
H8 -2.122 -0.910 0.071  0.0870



Record 5
This record from the Open Molecules 2025 dataset describes the molecule C4H8N2O. The level of theory is wB97M-V/def2-TZVPD.

Summary:
charge	0
strongest force on any atom	0.7	eV/Å
energy above the lowest of the compared OMol25 structures with the same formula, charge and spin	86.39	kcal per mole

Last column: Löwdin charge in e.
CARTESIAN COORDINATES (ANGSTROEM)
H1 -0.540 -1.227 1.187  0.1478
C1 1.212 -0.228 -0.391  -0.1212
C2 0.266 0.588 0.443  -0.2762
H2 0.040 -2.021 -1.141  0.1060
H3 -2.608 -1.180 -0.139  0.0767
H4 1.851 -0.819 0.273  0.1249
H5 1.837 0.312 -1.101  0.1078
O1 1.748 2.092 0.377  -0.0991
N1 0.438 1.786 0.827  0.0722
H6 1.940 2.998 0.635  0.0867
N2 -2.215 -0.304 0.204  0.0427
C3 -0.036 -0.960 -0.899  -0.1320
H7 -0.460 -0.400 -1.740  0.1208
C4 -0.794 -0.519 0.376  -0.3294
H8 -2.679 -0.118 1.088  0.0723



Record 6
This record from the Open Molecules 2025 dataset describes a cluster of 2 separate species, C4H8N2O in total. The level of theory is wB97M-V/def2-TZVPD.

Summary:
charge	0
strongest force on any atom	1.6	eV/Å
energy above the lowest of the compared OMol25 structures with the same formula, charge and spin	96.88	kcal per mole

Last column: Löwdin charge in e.
CARTESIAN COORDINATES (ANGSTROEM)
H1 1.820 1.140 -2.190  0.0848
H2 -3.440 -0.443 1.130  0.1474
N1 -0.755 0.976 2.501  0.1365
H3 -2.041 -0.088 2.050  0.0588
C1 0.107 0.944 1.734  -0.2043
H4 2.115 -0.571 -1.925  0.0799
H5 -2.652 -1.681 1.949  0.1486
H6 0.054 -0.050 -0.635  0.0910
N2 -2.507 -0.802 1.411  -0.0983
H7 3.047 0.643 -1.016  0.0763
C2 1.171 0.925 0.828  -0.1067
C3 2.069 0.398 -1.430  -0.0826
H8 2.104 1.362 1.164  0.1127
O1 -1.723 -1.015 0.334  -0.3252
C4 1.012 0.398 -0.390  -0.1188



Record 7
This record from the Open Molecules 2025 dataset describes a structure of composition C4H8N2O. The level of theory is wB97M-V/def2-TZVPD.

Summary:
charge	0
strongest force on any atom	1.1	eV/Å
energy above the lowest of the compared OMol25 structures with the same formula, charge and spin	164.45	kcal per mole

Last column: Löwdin charge in e.
CARTESIAN COORDINATES (ANGSTROEM)
H1 -0.470 -0.595 -2.035  0.1149
O1 -0.941 1.993 1.333  -0.2342
H2 -1.682 1.404 -0.630  0.0855
C1 0.415 0.270 0.893  -0.2439
C2 -0.678 1.005 -0.510  -0.0258
H3 -1.452 2.771 1.656  0.0266
H4 1.752 -2.180 0.888  0.0812
C3 -0.511 -0.449 -0.949  -0.1703
H5 1.070 -2.708 -0.501  0.0817
H6 -1.309 -1.069 -0.527  0.1249
H7 1.633 -0.322 -0.702  0.1531
C4 0.767 -0.737 -0.158  -0.3752
N1 0.928 -2.099 0.301  0.0515
N2 0.418 0.708 2.009  0.2272
H8 0.047 1.693 -0.942  0.1028



Record 8
This record from the Open Molecules 2025 dataset describes the molecule C4H8N2O. The level of theory is wB97M-V/def2-TZVPD.

Summary:
charge	0
strongest force on any atom	0.8	eV/Å
energy above the lowest of the compared OMol25 structures with the same formula, charge and spin	116.61	kcal per mole

Last column: Löwdin charge in e.
CARTESIAN COORDINATES (ANGSTROEM)
H1 3.254 -0.001 0.356  0.0843
H2 -0.063 1.309 -1.908  0.1141
C1 -1.017 -0.991 0.572  -0.0440
O1 1.554 -1.315 -1.398  0.1290
N1 -0.625 1.558 0.145  0.0540
H3 -1.707 0.612 -1.499  0.1175
H4 0.915 0.463 0.605  0.1608
C2 1.548 -0.521 -0.515  -0.5015
C3 -0.725 0.921 -1.139  -0.1446
H5 -0.787 -1.146 1.632  0.0846
H6 -0.840 -1.935 0.046  0.0854
H7 -2.088 -0.759 0.486  0.0816
N2 2.243 0.136 0.365  0.0982
H8 -1.518 1.531 0.637  0.0963
C4 -0.167 0.111 -0.023  -0.4158



Record 9
This record from the Open Molecules 2025 dataset describes a cluster of 2 separate species, C4H8N2O2 in total. The level of theory is wB97M-V/def2-TZVPD.

Summary:
charge	0
strongest force on any atom	7.2	eV/Å
energy above the lowest of the compared OMol25 structures with the same formula, charge and spin	108.61	kcal per mole

Last column: Löwdin charge in e.
CARTESIAN COORDINATES (ANGSTROEM)
H1 1.563 -0.507 0.462  0.0771
O1 1.405 0.310 -2.635  0.0749
C1 -0.066 0.062 -0.452  -0.2896
N1 1.025 -0.777 -0.264  0.1235
H2 -1.580 -1.373 0.703  0.1070
H3 -0.874 1.635 0.851  0.1390
C2 -1.378 -0.410 0.184  -0.0738
C3 -0.490 0.596 0.886  -0.3746
H4 -2.318 -0.046 0.066  0.0484
N2 0.260 0.159 2.015  0.0188
O2 -0.646 1.341 -2.880  0.1264
C4 0.302 0.722 -2.562  -0.5027
H5 0.797 -1.827 -0.225  0.2016
H6 -0.167 -0.397 2.742  0.0768
H7 1.476 -0.564 -1.237  0.1310
H8 0.690 1.076 2.344  0.1165



Record 10
This record from the Open Molecules 2025 dataset describes the molecule C4H8N2O2. The level of theory is wB97M-V/def2-TZVPD.

Summary:
charge	0
strongest force on any atom	0.8	eV/Å
energy above the lowest of the compared OMol25 structures with the same formula, charge and spin	140.77	kcal per mole

Last column: Löwdin charge in e.
CARTESIAN COORDINATES (ANGSTROEM)
H1 -0.230 -1.028 0.975  0.0889
H2 -0.544 2.241 -0.079  0.1187
C1 1.121 -0.210 -1.368  -0.1859
C2 0.455 0.720 2.141  -0.1162
H3 -0.928 0.284 -2.220  0.1492
H4 0.677 1.775 1.966  0.0665
C3 0.205 0.531 -0.368  -0.4840
H5 -0.281 0.671 2.949  0.0664
H6 -1.718 -1.651 -0.680  0.0834
N1 -0.488 -0.389 -1.598  -0.0347
O1 0.138 1.870 -0.662  0.0543
O2 1.860 -1.135 -1.478  0.0997
C4 -0.052 0.038 0.901  -0.1314
N2 -1.152 -1.625 -1.523  0.0659
H7 -0.438 -2.349 -1.478  0.0876
H8 1.374 0.256 2.523  0.0717



Record 11
This record from the Open Molecules 2025 dataset describes the molecule C4H8N2O2. The level of theory is wB97M-V/def2-TZVPD.

Summary:
charge	0
strongest force on any atom	5.1	eV/Å
energy above the lowest of the compared OMol25 structures with the same formula, charge and spin	166.34	kcal per mole

Last column: Löwdin charge in e.
CARTESIAN COORDINATES (ANGSTROEM)
H1 -0.119 -1.337 -1.882  0.1613
O1 2.108 0.280 1.609  -0.0379
H2 0.149 -1.237 0.010  0.1174
C1 0.161 -0.128 -1.701  -0.0422
C2 1.697 0.493 0.171  -0.1868
H3 2.453 0.010 -0.513  0.1277
H4 1.656 1.598 -0.161  0.1624
C3 -1.864 0.006 1.240  -0.3537
H5 -2.687 -0.685 -0.715  0.2523
N1 -1.785 -0.147 -0.134  -0.0234
H6 1.257 0.587 1.723  -0.0204
C4 0.506 -0.286 -0.171  -0.3591
H7 0.873 0.383 -2.372  0.0977
O2 -1.003 0.409 2.026  0.0260
N2 -0.561 0.576 -0.518  -0.0409
H8 -2.840 -0.523 1.387  0.1197



Record 12
This record from the Open Molecules 2025 dataset describes a structure of composition C4H8N2O2. The level of theory is wB97M-V/def2-TZVPD.

Summary:
charge	0
strongest force on any atom	5.2	eV/Å
energy above the lowest of the compared OMol25 structures with the same formula, charge and spin	159.47	kcal per mole

Last column: Löwdin charge in e.
CARTESIAN COORDINATES (ANGSTROEM)
H1 1.536 2.014 2.365  0.0821
N1 0.085 0.970 0.945  -0.0390
H2 2.059 0.356 1.279  0.1506
N2 1.206 -0.182 -0.921  -0.0595
H3 -1.362 -2.152 0.500  0.0996
C1 1.412 1.527 1.331  -0.1348
O1 0.766 -0.683 -2.151  -0.1588
H4 0.002 0.082 -2.607  0.2305
O2 -1.570 -0.740 -1.734  0.0912
H5 2.052 0.397 -1.211  0.1581
H6 -1.602 -0.611 1.535  0.0961
C2 -1.921 -1.190 0.572  -0.0336
C3 -1.259 -0.542 -0.619  -0.4129
H7 -3.091 -1.419 0.492  0.1287
C4 0.076 0.121 -0.098  -0.2779
H8 1.610 2.052 0.323  0.0795



Record 13
This record from the Open Molecules 2025 dataset describes a cluster of 2 separate species, C4H8N2O2 in total. The level of theory is wB97M-V/def2-TZVPD.

Summary:
charge	0
strongest force on any atom	3.9	eV/Å
energy above the lowest of the compared OMol25 structures with the same formula, charge and spin	118.36	kcal per mole

Last column: Löwdin charge in e.
CARTESIAN COORDINATES (ANGSTROEM)
O1 0.395 1.821 -1.233  0.0751
H1 2.358 -0.571 1.087  0.1043
C1 1.931 -0.966 0.154  -0.1461
H2 -1.877 1.524 1.187  0.1590
N1 1.716 0.087 -0.724  0.0022
N2 -1.630 0.809 0.516  0.0424
H3 -0.057 -1.404 -0.020  0.2567
H4 0.810 -1.172 0.458  -0.0062
H5 2.432 0.455 -1.301  0.1403
H6 -2.367 -0.617 -0.742  0.1303
C2 -2.684 0.282 -0.188  -0.3569
O2 -3.782 0.755 -0.162  0.0446
C3 0.566 0.819 -0.581  -0.5127
C4 -0.359 0.221 0.403  -0.1247
H7 2.523 -1.827 -0.161  0.1010
H8 0.025 -0.216 1.308  0.0908



Record 14
This record from the Open Molecules 2025 dataset describes the molecule C4H8N2O2. The level of theory is wB97M-V/def2-TZVPD.

Summary:
charge	0
strongest force on any atom	1.1	eV/Å
energy above the lowest of the compared OMol25 structures with the same formula, charge and spin	144.37	kcal per mole

Last column: Löwdin charge in e.
CARTESIAN COORDINATES (ANGSTROEM)
H1 0.817 -1.383 1.838  0.0823
H2 0.630 1.644 1.551  0.1110
H3 -0.467 -1.934 0.737  0.0762
H4 -2.956 0.702 -1.679  0.1291
O1 0.067 -0.630 -1.520  -0.0791
C1 0.759 -0.292 -0.022  -0.5862
O2 -2.056 1.060 -1.616  0.1032
N1 1.967 0.234 0.070  0.0341
N2 -0.317 1.622 1.173  0.1696
H5 2.206 0.821 -0.729  0.0254
H6 1.238 -2.328 0.409  0.0810
C2 -1.401 0.410 -0.682  -0.0534
C3 -0.458 0.717 0.201  -0.2458
H7 0.242 -1.567 -1.683  0.0834
C4 0.558 -1.567 0.794  -0.0448
H8 -0.830 2.490 1.158  0.1140



Record 15
This record from the Open Molecules 2025 dataset describes a cluster of 2 separate species, C4H8N2O2 in total. The level of theory is wB97M-V/def2-TZVPD.

Summary:
charge	0
strongest force on any atom	3.0	eV/Å
energy above the lowest of the compared OMol25 structures with the same formula, charge and spin	59.67	kcal per mole

Last column: Löwdin charge in e.
CARTESIAN COORDINATES (ANGSTROEM)
O1 2.174 -1.047 -1.327  0.1169
N1 -0.141 1.869 0.752  0.0384
C1 2.225 -0.377 -0.344  -0.4789
H1 0.284 -0.448 -1.178  0.1581
C2 -0.412 -1.822 0.276  -0.0979
H2 0.382 -2.566 0.308  0.0789
H3 -0.851 -1.844 1.277  0.0836
N2 0.056 -0.497 -0.111  -0.0965
H4 -1.391 0.264 1.265  0.1401
O2 2.673 0.375 0.417  0.1841
H5 -0.765 1.793 -1.361  0.1036
H6 0.808 1.983 0.414  0.0781
H7 -1.172 -2.252 -0.388  0.0850
H8 -2.049 2.245 -0.136  0.0936
C3 -1.108 1.749 -0.333  -0.1305
C4 -0.712 0.574 0.469  -0.3567



Record 16
This record from the Open Molecules 2025 dataset describes a structure of composition C4H8N2O2. The level of theory is wB97M-V/def2-TZVPD.

Summary:
charge	0
strongest force on any atom	4.1	eV/Å
energy above the lowest of the compared OMol25 structures with the same formula, charge and spin	96.64	kcal per mole

Last column: Löwdin charge in e.
CARTESIAN COORDINATES (ANGSTROEM)
H1 2.073 -1.586 1.459  0.1325
H2 -1.578 -0.131 1.406  0.0835
C1 0.795 -1.029 0.128  -0.5726
H3 -1.419 0.503 -2.044  0.0560
N1 1.622 -0.725 1.131  0.1678
H4 -0.102 -0.605 -2.337  0.0642
H5 -1.395 -1.150 -1.367  0.1097
C2 -0.809 -0.240 -1.652  -0.0403
C3 -0.245 0.093 -0.273  -0.3775
N2 0.974 1.420 -0.714  0.0885
H6 1.517 0.094 1.698  0.0879
O1 0.984 -2.013 -0.487  0.0938
H7 -1.821 1.490 0.542  0.1476
C4 -1.037 0.617 0.842  -0.0852
O2 0.793 2.304 0.029  -0.0217
H8 -0.353 0.959 1.636  0.0658